(1)
{
  "formula": "C4H5NO",
  "method": "wB97M-V/def2-TZVPD",
  "symbols": ["O", "C", "C", "C", "C", "N", "H", "H", "H", "H", "H"],
  "xyz": [[-0.180, -1.622, 0.744], [0.375, -0.354, 0.824], [1.078, 0.086, -0.392], [-0.242, 0.778, 0.026], [-1.467, 0.552, -0.708], [-2.426, 0.346, -1.326], [-1.122, -1.596, 0.559], [0.790, -0.123, 1.799], [1.984, 0.683, -0.247], [1.037, -0.507, -1.288], [0.172, 1.756, 0.010]],
  "homo_energy_ev": -10.294,
  "lumo_energy_ev": 0.78,
  "gap_ev": 11.075
}


(2)
{
  "formula": "C4H3I3",
  "method": "wB97M-V/def2-TZVPD",
  "symbols": ["C", "C", "C", "C", "I", "I", "I", "H", "H", "H"],
  "xyz": [[1.025, 0.171, -1.896], [0.868, 0.055, -0.577], [-0.708, -0.349, 0.489], [-0.884, 0.036, 1.750], [-2.146, -1.257, -0.708], [-2.738, -0.079, 2.791], [0.650, 0.810, 2.983], [1.993, 0.362, -2.256], [0.274, 0.046, -2.679], [1.667, 0.204, 0.102]],
  "homo_energy_ev": -8.943,
  "lumo_energy_ev": -0.21,
  "gap_ev": 8.728
}


(3)
{
  "formula": "C4H7IN",
  "method": "wB97M-V/def2-TZVPD",
  "symbols": ["C", "C", "C", "C", "N", "I", "H", "H", "H", "H", "H", "H", "H"],
  "xyz": [[-0.419, 1.330, -0.592], [0.969, 0.685, -0.900], [-0.683, -1.297, -0.067], [-0.101, -0.612, 1.196], [-0.017, 0.022, -0.103], [1.530, -1.421, 2.421], [-0.397, 2.162, 0.194], [-1.249, 1.370, -1.303], [1.253, 0.096, -1.795], [1.629, 1.192, -0.256], [0.013, -2.152, -0.405], [-1.769, -1.322, -0.231], [-0.759, -0.053, 1.842]],
  "homo_energy_ev": -13.927,
  "lumo_energy_ev": -4.07,
  "charge": 1,
  "gap_ev": 9.855
}


(4)
{
  "formula": "C31H52BrHgN4P3",
  "method": "wB97M-V/def2-TZVPD",
  "symbols": ["N", "C", "C", "C", "C", "C", "C", "Hg", "P", "C", "C", "C", "C", "C", "C", "C", "Br", "H", "H", "H", "H", "H", "H", "H", "H", "H", "H", "P", "C", "C", "H", "H", "H", "H", "H", "C", "C", "H", "H", "H", "H", "H", "C", "C", "H", "H", "H", "H", "H", "C", "C", "H", "H", "H", "H", "H", "C", "C", "H", "H", "H", "H", "H", "C", "C", "H", "H", "H", "H", "H", "C", "N", "C", "N", "C", "N", "C", "P", "C", "C", "H", "H", "H", "H", "H", "H", "H", "H", "H", "H", "H", "H"],
  "xyz": [[5.101, -3.096, -0.999], [4.028, -3.817, -0.672], [2.781, -3.606, -1.264], [2.652, -2.615, -2.266], [3.833, -1.956, -2.690], [5.027, -2.228, -2.011], [1.341, -2.288, -2.799], [-0.005, 0.886, -0.071], [-2.382, 1.534, -0.159], [1.068, -1.158, -3.521], [-0.268, -0.685, -3.865], [-0.393, 0.517, -4.609], [-1.635, 1.024, -4.963], [-2.785, 0.369, -4.503], [-2.711, -0.839, -3.797], [-1.453, -1.351, -3.453], [-4.484, 1.233, -4.716], [0.538, -2.970, -2.527], [1.901, -0.516, -3.835], [1.914, -4.166, -0.925], [3.849, -1.221, -3.495], [4.154, -4.569, 0.109], [5.959, -1.713, -2.278], [0.518, 1.037, -4.906], [-1.390, -2.270, -2.868], [-1.736, 1.918, -5.576], [-3.628, -1.362, -3.526], [2.184, 1.993, 0.476], [-3.497, 0.095, -0.283], [-4.873, 0.399, -0.861], [-3.564, -0.346, 0.723], [-2.981, -0.646, -0.912], [-5.541, -0.456, -0.705], [-5.343, 1.270, -0.391], [-4.827, 0.577, -1.941], [-2.533, 2.474, -1.715], [-3.516, 3.636, -1.675], [-2.798, 1.769, -2.514], [-1.529, 2.843, -1.973], [-3.531, 4.127, -2.656], [-4.541, 3.301, -1.465], [-3.223, 4.382, -0.925], [-2.676, 2.565, 1.319], [-4.114, 2.748, 1.799], [-2.220, 3.542, 1.099], [-2.073, 2.116, 2.126], [-4.102, 3.383, 2.695], [-4.743, 3.253, 1.054], [-4.580, 1.796, 2.080], [2.484, 2.414, 2.228], [1.272, 2.988, 2.970], [3.301, 3.154, 2.208], [2.860, 1.508, 2.730], [1.552, 3.207, 4.010], [0.917, 3.925, 2.520], [0.432, 2.280, 3.012], [2.115, 3.616, -0.383], [1.909, 3.479, -1.892], [3.066, 4.113, -0.148], [1.314, 4.204, 0.088], [1.660, 4.453, -2.326], [2.817, 3.113, -2.386], [1.089, 2.790, -2.137], [3.770, 1.310, -0.128], [4.402, 0.200, 0.713], [4.452, 2.175, -0.184], [3.591, 0.955, -1.155], [5.358, -0.095, 0.258], [4.603, 0.513, 1.746], [3.773, -0.702, 0.733], [-0.178, -2.876, 4.785], [-1.138, -3.572, 3.899], [-0.371, -4.429, 2.980], [0.552, -3.639, 2.129], [1.500, -2.933, 3.020], [0.812, -2.085, 4.021], [0.208, -0.909, 3.423], [-1.099, -1.377, 2.150], [-2.023, -2.640, 3.200], [-0.166, -2.730, 1.228], [0.360, -3.649, 5.357], [-0.742, -2.206, 5.451], [-1.064, -4.971, 2.326], [0.230, -5.118, 3.596], [2.174, -2.307, 2.418], [2.065, -3.692, 3.582], [-0.266, -0.293, 4.207], [0.974, -0.280, 2.941], [-2.703, -3.195, 2.539], [-2.627, -2.096, 3.942], [0.513, -2.233, 0.524], [-0.916, -3.283, 0.633]],
  "homo_energy_ev": -12.910,
  "lumo_energy_ev": -6.96,
  "charge": 2,
  "gap_ev": 5.954
}